Below is C86H81Ge2N4O2RuS4 as an isolated structure in a non-equilibrium geometry, with properties calculated with wB97M-V/def2-TZVPD.

Calculated values
- LUMO level (spin up / spin down): 3.04 / 3.04 eV
- Max |F|: 3.60 eV/Å
- Molecular weight: 1577.2 Da
- Total energy: -259514.724 eV
- Energy above the lowest of the compared OMol25 structures with the same formula, charge and spin: 13.96 kcal/mol
- Expectation value of S²: 0.76

Geometry as ORCA input:
```
! RIJCOSX wB97M-V def2-TZVPD def2/J DEFGRID3
* xyz -2 2
Ru 2.59 0.30 0.61
C 4.33 -3.93 4.79
C 3.17 -4.19 3.88
C 2.59 -5.44 3.85
C 1.55 -5.73 2.98
C 1.11 -4.77 2.10
C 1.66 -3.49 2.10
C 1.15 -2.49 1.14
C 2.67 -3.16 3.03
N 3.18 -1.92 2.96
C 3.69 -1.11 3.87
O 3.57 -1.12 5.10
C 4.51 -0.07 3.16
C 5.52 0.65 3.80
C 6.38 1.42 3.04
C 6.30 1.36 1.66
C 5.28 0.61 1.08
N 4.37 -0.01 1.84
C 5.29 0.14 -0.35
O 6.28 0.34 -1.06
N 4.22 -0.60 -0.66
C 4.39 -1.69 -1.50
C 5.41 -2.62 -1.24
C 6.23 -2.53 0.01
C 5.61 -3.68 -2.11
C 4.80 -3.86 -3.22
C 3.72 -3.01 -3.41
C 3.50 -1.94 -2.56
C 2.31 -1.07 -2.73
H 4.65 -4.85 5.28
H 5.17 -3.53 4.22
H 4.07 -3.18 5.54
H 2.95 -6.20 4.53
H 1.09 -6.72 3.00
H 0.31 -4.98 1.40
H 0.77 -2.94 0.23
H 0.33 -1.92 1.59
H 1.95 -1.75 0.88
H 5.59 0.57 4.87
H 7.15 2.01 3.52
H 7.01 1.86 1.01
H 5.60 -2.25 0.86
H 6.71 -3.48 0.22
H 7.01 -1.77 -0.09
H 6.41 -4.38 -1.91
H 4.98 -4.68 -3.90
H 3.03 -3.18 -4.23
H 1.53 -1.57 -3.31
H 1.89 -0.84 -1.74
H 2.57 -0.12 -3.21
C -4.29 -5.82 -2.44
C -4.52 -4.78 -1.38
C -3.95 -4.94 -0.12
C -4.16 -4.02 0.89
C -3.50 -4.20 2.22
C -4.96 -2.91 0.63
C -5.52 -2.72 -0.63
C -6.32 -1.48 -0.92
C -5.29 -3.66 -1.62
C -5.29 -1.96 1.73
C -6.41 -2.22 2.51
C -6.70 -1.39 3.58
C -5.87 -0.32 3.87
C -4.75 -0.05 3.08
C -4.47 -0.87 1.98
Ge -2.76 -0.84 0.73
S -1.20 -0.25 2.16
S -1.00 -1.59 -1.46
Ge -1.02 0.60 -1.61
S 0.88 1.40 -0.70
S -2.96 1.14 -0.54
C -1.38 1.44 -3.47
C -1.59 0.64 -4.60
C -1.99 1.20 -5.81
C -2.17 2.56 -5.94
C -1.95 3.36 -4.84
C -1.57 2.82 -3.62
C -1.40 3.78 -2.51
C -0.15 4.31 -2.21
C 1.05 3.96 -3.05
C -0.01 5.19 -1.15
C -1.10 5.57 -0.39
C -0.96 6.47 0.81
C -2.36 5.13 -0.77
C -2.53 4.26 -1.83
C -3.91 3.86 -2.26
C -1.42 -0.84 -4.62
C -2.46 -1.67 -4.21
C -3.73 -1.12 -3.65
C -2.30 -3.05 -4.31
C -1.14 -3.61 -4.83
C -0.96 -5.10 -4.88
C -0.14 -2.76 -5.29
C -0.27 -1.38 -5.20
C 0.80 -0.49 -5.75
C -3.88 1.09 3.44
C -2.88 0.93 4.40
C -2.68 -0.36 5.14
C -2.04 2.00 4.68
C -2.16 3.21 4.02
C -1.17 4.31 4.26
C -3.19 3.37 3.11
C -4.06 2.33 2.82
C -5.18 2.52 1.84
H -3.22 -6.01 -2.56
H -4.69 -5.49 -3.40
H -4.77 -6.76 -2.17
H -3.33 -5.81 0.07
H -3.19 -5.23 2.37
H -4.16 -3.90 3.03
H -2.61 -3.56 2.27
H -5.74 -0.60 -0.66
H -7.23 -1.46 -0.32
H -6.59 -1.43 -1.97
H -5.72 -3.51 -2.60
H -7.04 -3.07 2.29
H -7.57 -1.58 4.20
H -6.08 0.32 4.72
H -2.16 0.54 -6.65
H -2.49 2.98 -6.88
H -2.08 4.44 -4.92
H 0.77 3.88 -4.10
H 1.45 3.00 -2.73
H 1.83 4.70 -2.94
H 0.97 5.58 -0.91
H 0.09 6.70 1.00
H -1.37 5.97 1.69
H -1.50 7.41 0.67
H -3.23 5.47 -0.22
H -4.66 4.50 -1.79
H -4.11 2.83 -1.97
H -4.02 3.93 -3.34
H -3.81 -0.05 -3.83
H -3.75 -1.28 -2.57
H -4.59 -1.63 -4.08
H -3.09 -3.69 -3.94
H -1.92 -5.60 -4.97
H -0.49 -5.44 -3.96
H -0.32 -5.39 -5.71
H 0.75 -3.18 -5.72
H 1.74 -1.02 -5.84
H 0.94 0.38 -5.11
H 0.52 -0.13 -6.74
H -3.23 -1.17 4.67
H -3.01 -0.27 6.18
H -1.62 -0.62 5.14
H -1.24 1.87 5.40
H -0.67 4.18 5.21
H -1.65 5.29 4.24
H -0.41 4.28 3.48
H -3.32 4.31 2.59
H -5.40 3.58 1.72
H -6.08 2.00 2.16
H -4.88 2.12 0.87
C 1.34 1.02 4.66
C 1.87 2.27 4.94
C 2.46 2.99 3.93
C 2.53 2.49 2.62
C 2.01 1.21 2.34
C 1.44 0.50 3.38
C 3.14 3.26 1.55
C 3.50 4.62 1.66
C 4.12 5.26 0.62
C 4.35 4.56 -0.58
C 4.98 5.13 -1.71
C 5.15 4.39 -2.85
C 4.67 3.08 -2.93
C 4.05 2.50 -1.85
C 3.91 3.21 -0.65
N 3.36 2.60 0.42
H 0.89 0.43 5.44
H 1.84 2.66 5.95
H 2.92 3.94 4.17
H 1.06 -0.50 3.20
H 3.27 5.16 2.57
H 4.42 6.29 0.70
H 5.32 6.15 -1.66
H 5.66 4.82 -3.71
H 4.79 2.52 -3.85
H 3.65 1.49 -1.90
*
```

Atom charges from the Löwdin analysis, given in e for atoms 1 to 8: 1.06, -0.06, -0.21, -0.09, -0.13, -0.08, -0.20, -0.10